Version one
3 unconnected molecules or ions with the total composition C6H10O, computed with the ωB97M-V functional and the def2-TZVPD basis.

For the orbital gap (spin up / spin down), the calculation gives 6.8 / 7.3 eV. The HOMO energy (spin up / spin down) comes out at -7.38 / -7.62 eV.

```
! RIJCOSX wB97M-V def2-TZVPD def2/J DEFGRID3
* xyz 0 1
C 0.00 1.27 -1.54
C -0.06 0.32 -0.57
C 1.25 -1.20 0.32
C 0.19 -1.00 1.30
C 0.54 0.29 0.72
O -1.11 -1.32 0.83
C -1.23 -0.67 -0.44
H 0.83 1.40 -2.24
H -0.25 2.92 0.33
H -0.92 1.66 -1.98
H 1.14 -1.95 -0.50
H 2.28 -1.09 0.62
H 0.34 -1.17 2.37
H 1.38 0.92 1.13
H -1.10 1.56 1.47
H -1.23 -1.41 -1.26
H -2.21 -0.13 -0.48
*
```

Version two
A molecular structure, C6H10O, computed with the ωB97M-V functional and the def2-TZVPD basis.

For the orbital gap, the calculation gives 10.5 eV. The HOMO energy comes out at -9.42 eV.

```
! RIJCOSX wB97M-V def2-TZVPD def2/J DEFGRID3
* xyz 0 1
C -1.57 0.40 -1.07
C -0.84 -0.44 -0.03
C 0.38 -1.29 -0.50
C 1.20 -0.74 0.68
O 2.07 0.34 0.30
C 1.05 1.31 0.59
C 0.06 0.22 1.05
H -1.00 1.30 -1.35
H -2.56 0.72 -0.72
H -1.72 -0.18 -1.99
H -1.56 -1.09 0.48
H 0.21 -2.37 -0.51
H 0.81 -0.98 -1.46
H 1.68 -1.44 1.37
H 0.77 1.90 -0.29
H 1.37 1.99 1.39
H -0.35 0.34 2.06
*
```

Least stable = version one

Version one
C6H10O in the gas phase, computed with the ωB97M-V functional and the def2-TZVPD basis.

For the orbital gap (spin up / spin down), the calculation gives 7.9 / 7.9 eV. The HOMO energy (spin up / spin down) comes out at -8.05 / -8.05 eV.

```
! RIJCOSX wB97M-V def2-TZVPD def2/J DEFGRID3
* xyz 0 1
C -1.35 -0.42 0.35
C -0.64 -1.43 -0.57
O 0.63 -0.95 -0.85
C 1.72 -0.24 0.86
C 1.62 0.97 0.22
C 0.45 1.21 -0.50
C -1.00 0.97 -0.17
H -1.02 -0.54 1.38
H -2.44 -0.56 0.35
H -0.63 -2.43 -0.10
H -1.22 -1.55 -1.51
H 0.93 -0.69 1.44
H 2.71 -0.64 1.08
H 2.53 1.45 -0.14
H 0.57 1.94 -1.31
H -1.57 1.17 -1.08
H -1.31 1.74 0.55
*
```

Version two
2 unconnected molecules or ions with the total composition C6H10O, computed with the ωB97M-V functional and the def2-TZVPD basis.

For the orbital gap, the calculation gives 10.9 eV. The HOMO energy comes out at -9.74 eV. The SMILES is C1[C@H]2C[C@]3(CO3)[C@@H]12.[H][H].

```
! RIJCOSX wB97M-V def2-TZVPD def2/J DEFGRID3
* xyz 0 1
C 1.30 -0.66 0.80
C 0.92 -0.27 -0.58
C -0.30 -1.06 -1.04
C -1.12 -0.26 -0.02
C -2.41 0.38 -0.35
O -2.31 -0.68 0.60
C 0.16 0.33 0.63
H 1.15 -1.65 1.22
H 2.30 -0.26 1.03
H 2.74 1.96 1.18
H 1.61 0.25 -1.25
H -0.54 -0.94 -2.09
H -0.26 -2.12 -0.76
H -2.70 1.36 0.04
H -2.96 0.11 -1.27
H 0.15 1.27 1.17
H 2.26 2.23 0.68
*
```

Least stable = version one

Version one
A molecular structure, C6H10O, computed with the ωB97M-V functional and the def2-TZVPD basis.

For the orbital gap, the calculation gives 7.7 eV. The HOMO energy comes out at -7.84 eV.

```
! RIJCOSX wB97M-V def2-TZVPD def2/J DEFGRID3
* xyz 0 1
C 2.28 0.15 0.02
C 0.81 -0.09 0.07
C 0.13 -1.17 0.53
C -1.12 -1.26 -0.18
C -1.48 0.16 -0.58
C -0.12 0.89 -0.62
O -0.05 2.17 -0.03
H 2.50 1.19 0.26
H 2.63 -0.02 -1.01
H 2.85 -0.51 0.68
H 0.57 -1.98 1.11
H -2.57 -1.59 1.28
H -2.25 -1.88 0.59
H -2.00 0.19 -1.54
H -2.13 0.64 0.16
H 0.19 1.04 -1.66
H -0.23 2.06 0.92
*
```

Version two
C6H10O in the gas phase, computed with the ωB97M-V functional and the def2-TZVPD basis.

For the orbital gap, the calculation gives 10.0 eV. The HOMO energy comes out at -8.86 eV. The SMILES is C=CO[C@H](C)C=C.

```
! RIJCOSX wB97M-V def2-TZVPD def2/J DEFGRID3
* xyz 0 1
C -2.13 -0.44 0.20
C -0.75 -0.10 -0.34
O -0.40 1.16 0.22
C 0.80 1.70 -0.12
C 1.69 1.25 -1.00
C 0.95 -1.21 1.14
C 0.22 -1.20 0.04
H -2.88 0.31 -0.11
H -2.09 -0.45 1.29
H -2.45 -1.42 -0.15
H -0.79 -0.01 -1.44
H 1.55 0.35 -1.58
H 0.97 2.60 0.46
H 2.63 1.78 -1.12
H 0.92 -0.37 1.84
H 1.62 -2.03 1.38
H 0.28 -2.04 -0.66
*
```

Least stable = version one

Version one
A molecular structure, C6H10O, computed with the ωB97M-V functional and the def2-TZVPD basis.

For the orbital gap, the calculation gives 9.3 eV. The HOMO energy comes out at -8.25 eV.

```
! RIJCOSX wB97M-V def2-TZVPD def2/J DEFGRID3
* xyz 0 1
C 1.79 0.49 -0.73
C 0.45 0.11 0.15
C 0.16 -1.38 0.38
C -1.33 -1.13 0.00
C -0.95 0.30 -0.52
C -1.11 1.38 0.57
O 0.21 1.09 1.14
H 2.52 0.38 0.06
H 2.07 -0.19 -1.57
H 1.86 1.53 -1.12
H 0.68 -1.99 -0.36
H 0.39 -1.74 1.39
H -1.99 -1.14 0.89
H -1.77 -1.84 -0.71
H 0.08 0.48 -1.16
H -1.90 1.22 1.34
H -1.18 2.43 0.25
*
```

Version two
C6H10O in the gas phase, computed with the ωB97M-V functional and the def2-TZVPD basis.

For the orbital gap, the calculation gives 10.8 eV. The HOMO energy comes out at -9.72 eV. The SMILES is O=CCCC1CC1.

```
! RIJCOSX wB97M-V def2-TZVPD def2/J DEFGRID3
* xyz 0 1
O 2.31 -0.74 2.16
C 2.48 -0.76 0.96
C 1.49 -0.23 -0.06
C 0.29 0.47 0.56
C -0.77 0.69 -0.49
C -1.61 -0.49 -0.95
C -2.23 0.60 -0.16
H 3.41 -1.19 0.53
H 2.03 0.41 -0.78
H 1.16 -1.09 -0.65
H 0.60 1.43 1.02
H -0.09 -0.15 1.37
H -0.49 1.40 -1.27
H -1.79 -0.59 -2.01
H -1.42 -1.44 -0.44
H -2.90 1.30 -0.65
H -2.48 0.38 0.87
*
```

Least stable = version one